[1]
{
  "formula": "C5H6N2O",
  "method": "ωB97M-V with the def2-TZVPD basis set",
  "species": ["H", "N", "C", "C", "O", "C", "C", "C", "N", "H", "H", "H", "H", "H"],
  "coordinates": [[-2.628, 1.778, -0.394], [-1.624, 1.844, -0.112], [-1.016, 0.781, -0.015], [-1.324, -0.683, -0.116], [-2.436, -1.213, 0.031], [0.044, -1.360, -0.302], [1.110, -0.588, 0.357], [0.793, 0.841, 0.191], [1.321, 1.960, 0.127], [2.276, 2.084, 0.187], [-0.013, -2.329, 0.257], [0.123, -1.472, -1.470], [2.039, -0.852, -0.082], [1.335, -0.792, 1.342]],
  "energy_ev": -10307.1868,
  "e_lumo_ev": -0.4,
  "relative_energy_kcal_mol": 55.7,
  "smiles": "[H]/N=C1\\C(=O)CC\\C1=N/[H]",
  "orbital_gap_ev": 8.32,
  "max_force_ev_per_a": 4.13,
  "homo_energy_ev": -8.76
}

[2]
{
  "formula": "C5H6N2O",
  "method": "ωB97M-V with the def2-TZVPD basis set",
  "species": ["C", "C", "C", "N", "N", "C", "C", "O", "H", "H", "H", "H", "H", "H"],
  "coordinates": [[0.905, 1.593, 0.073], [0.709, -0.029, -0.237], [1.655, -0.990, -0.135], [1.071, -2.258, -0.072], [-0.192, -2.142, 0.273], [-0.482, -0.713, -0.084], [-1.578, -0.025, -0.135], [-2.772, -0.735, -0.116], [0.085, 1.896, 0.851], [0.905, 2.182, -0.889], [1.986, 1.813, 0.822], [2.749, -1.346, -0.446], [-1.575, 0.977, -0.147], [-3.468, -0.223, 0.242]],
  "energy_ev": -10304.6826,
  "e_lumo_ev": -0.7,
  "relative_energy_kcal_mol": 113.5,
  "smiles": "CC1=CN=N/C1=C\\O",
  "orbital_gap_ev": 8.39,
  "max_force_ev_per_a": 6.32,
  "homo_energy_ev": -9.05
}

[3]
{
  "formula": "C5H6N2O",
  "method": "ωB97M-V with the def2-TZVPD basis set",
  "species": ["C", "C", "C", "C", "C", "H", "H", "H", "H", "H", "H", "N", "N", "O"],
  "coordinates": [[0.903, -0.940, -0.523], [1.642, 0.699, -1.263], [0.617, 1.103, -0.559], [-1.083, -0.214, 0.658], [-1.905, 0.609, 1.222], [0.184, -2.276, 0.670], [2.561, 1.039, -2.011], [-0.036, 1.982, -0.710], [-1.315, -1.385, 0.771], [-2.806, 0.409, 1.741], [-1.507, 1.862, 1.364], [1.777, -0.615, -1.352], [0.150, -0.028, 0.026], [0.815, -2.245, -0.035]],
  "energy_ev": -10306.2286,
  "e_lumo_ev": 0.6,
  "relative_energy_kcal_mol": 77.8,
  "orbital_gap_ev": 9.31,
  "max_force_ev_per_a": 9.25,
  "homo_energy_ev": -8.67
}

[4]
{
  "formula": "C5H6N2O",
  "method": "ωB97M-V with the def2-TZVPD basis set",
  "species": ["C", "C", "C", "N", "O", "H", "H", "H", "C", "C", "N", "H", "H", "H"],
  "coordinates": [[2.648, 0.519, 0.400], [1.679, 0.415, -0.478], [0.914, -0.693, -0.687], [0.122, -1.470, -1.021], [-0.699, -2.291, -1.365], [3.265, 1.337, 0.345], [3.120, -0.208, 0.934], [1.549, 1.238, -1.192], [-2.254, -0.140, 0.889], [-1.796, 0.825, -0.117], [-1.532, 1.665, -0.855], [-2.972, -0.793, 0.324], [-1.335, -0.842, 1.142], [-2.712, 0.437, 1.680]],
  "energy_ev": -10305.5224,
  "e_lumo_ev": 0.3,
  "relative_energy_kcal_mol": 94.1,
  "smiles": "C=CC#[N+][O-].CC#N",
  "orbital_gap_ev": 9.64,
  "max_force_ev_per_a": 3.49,
  "homo_energy_ev": -9.31
}

[5]
{
  "formula": "C5H6N2O",
  "method": "ωB97M-V with the def2-TZVPD basis set",
  "species": ["C", "N", "C", "N", "C", "C", "C", "O", "H", "H", "H", "H", "H", "H"],
  "coordinates": [[2.483, 0.156, 0.037], [1.627, -0.975, -0.264], [0.402, -0.786, -0.013], [-0.474, -1.611, -0.086], [-1.666, -1.212, 0.130], [-2.178, 0.199, -0.177], [-1.150, 1.159, -0.094], [0.130, 0.767, 0.192], [1.996, 1.042, 0.727], [3.493, -0.055, 0.334], [2.376, 0.664, -0.875], [-2.434, -1.921, 0.741], [-3.180, 0.488, -0.421], [-1.425, 2.087, -0.230]],
  "energy_ev": -10305.2069,
  "e_lumo_ev": -0.5,
  "relative_energy_kcal_mol": 101.4,
  "smiles": "C/N=c1/nccco1",
  "orbital_gap_ev": 7.98,
  "max_force_ev_per_a": 11.71,
  "homo_energy_ev": -8.45
}

[6]
{
  "formula": "C5H6N2O",
  "method": "ωB97M-V with the def2-TZVPD basis set",
  "species": ["O", "C", "C", "C", "C", "C", "N", "N", "H", "H", "H", "H", "H", "H"],
  "coordinates": [[0.674, 0.507, -2.663], [-0.036, -0.164, -1.941], [0.187, -0.225, -0.465], [-0.534, -1.160, 0.448], [-0.710, 0.228, 0.843], [0.244, 1.070, 1.442], [1.357, 1.075, 0.937], [1.366, 0.148, -0.080], [-0.956, -0.846, -2.334], [-1.737, -1.575, 0.408], [-0.044, -1.829, 1.138], [-1.861, 0.431, 0.792], [0.171, 1.586, 2.295], [1.878, 0.756, -0.822]],
  "energy_ev": -10305.1346,
  "e_lumo_ev": 0.4,
  "relative_energy_kcal_mol": 103.1,
  "smiles": "O=C[C@]12C[C@H]1C=NN2",
  "orbital_gap_ev": 9.64,
  "max_force_ev_per_a": 8.63,
  "homo_energy_ev": -9.28
}

[7]
{
  "formula": "C5H6N2O",
  "method": "ωB97M-V with the def2-TZVPD basis set",
  "species": ["C", "N", "C", "C", "C", "C", "N", "O", "H", "H", "H", "H", "H", "H"],
  "coordinates": [[1.696, -0.745, 0.636], [0.716, -0.422, -0.329], [-0.318, -0.062, -0.780], [-1.250, -1.126, -2.601], [-1.270, -0.051, -1.819], [-0.591, 1.562, 1.858], [-0.225, 1.538, 0.669], [-1.102, -2.060, -3.268], [-1.994, 0.744, -1.931], [2.570, -0.116, 0.473], [1.982, -1.800, 0.521], [1.316, -0.578, 1.647], [-1.639, 1.610, 2.209], [0.110, 1.506, 2.716]],
  "energy_ev": -10304.0555,
  "e_lumo_ev": -0.3,
  "relative_energy_kcal_mol": 127.9,
  "orbital_gap_ev": 6.15,
  "max_force_ev_per_a": 2.50,
  "homo_energy_ev": -6.49
}

[8]
{
  "formula": "C5H6N2O",
  "method": "ωB97M-V with the def2-TZVPD basis set",
  "species": ["O", "C", "C", "C", "N", "N", "C", "C", "H", "H", "H", "H", "H", "H"],
  "coordinates": [[1.565, -0.782, 0.857], [0.320, -1.312, 0.514], [-1.033, -0.607, 0.526], [-0.960, 0.805, 0.893], [-0.338, 1.672, 0.222], [0.271, 1.357, -0.987], [0.242, 0.192, -1.496], [-0.340, -0.930, -0.780], [1.584, 0.162, 0.877], [0.362, -2.374, 0.769], [-1.923, -1.163, 0.853], [-1.453, 1.167, 1.802], [0.852, 0.071, -2.401], [-0.840, -1.707, -1.347]],
  "energy_ev": -10306.9597,
  "e_lumo_ev": 0.3,
  "relative_energy_kcal_mol": 61.0,
  "smiles": "O[C@H]1[C@H]2C=NN=C[C@@H]12",
  "orbital_gap_ev": 9.66,
  "max_force_ev_per_a": 1.59,
  "homo_energy_ev": -9.31
}

[9]
{
  "formula": "C5H6N2O",
  "method": "ωB97M-V with the def2-TZVPD basis set",
  "species": ["C", "C", "C", "C", "C", "N", "N", "O", "H", "H", "H", "H", "H", "H"],
  "coordinates": [[1.153, -0.351, -0.995], [1.252, 0.906, -0.462], [0.794, -1.163, 0.026], [0.816, 0.868, 0.850], [-1.913, 0.442, 0.550], [0.677, -0.458, 1.165], [-2.427, 0.546, -0.734], [-1.677, -0.596, -0.112], [1.273, -0.750, -1.990], [1.512, 1.823, -1.092], [0.309, -2.134, -0.086], [1.034, 1.405, 1.695], [0.527, -0.787, 2.093], [-3.331, 0.250, -0.909]],
  "energy_ev": -10303.9778,
  "e_lumo_ev": 1.1,
  "relative_energy_kcal_mol": 129.7,
  "orbital_gap_ev": 9.21,
  "max_force_ev_per_a": 4.06,
  "homo_energy_ev": -8.13
}

[10]
{
  "formula": "C5H6N2O2",
  "method": "ωB97M-V with the def2-TZVPD basis set",
  "species": ["C", "C", "O", "N", "C", "N", "C", "C", "O", "H", "H", "H", "H", "H", "H"],
  "coordinates": [[-1.882, 1.041, 0.305], [-2.056, -0.406, -0.057], [-2.972, -1.003, -0.358], [-0.811, -1.125, -0.170], [0.485, -0.559, -0.182], [0.856, 0.679, -0.422], [2.301, 0.541, -0.324], [2.664, -0.616, 0.034], [1.533, -1.397, 0.151], [-1.442, 1.585, -0.650], [-2.942, 1.470, 0.380], [-1.221, 1.201, 1.207], [-0.836, -1.976, 0.079], [2.748, 1.642, -0.371], [3.575, -1.079, 0.378]],
  "energy_ev": -12355.6662,
  "e_lumo_ev": 0.8,
  "relative_energy_kcal_mol": 45.1,
  "smiles": "CC(=O)Nc1ncco1",
  "orbital_gap_ev": 9.91,
  "max_force_ev_per_a": 9.16,
  "homo_energy_ev": -9.13
}

[11]
{
  "formula": "C5H6N2O2",
  "method": "ωB97M-V with the def2-TZVPD basis set",
  "species": ["C", "C", "C", "C", "C", "N", "N", "O", "O", "H", "H", "H", "H", "H", "H"],
  "coordinates": [[-2.355, -1.098, 0.427], [1.657, -0.758, 0.421], [-0.923, 1.557, -0.353], [-0.892, 0.336, 0.535], [1.244, 0.353, -0.500], [-3.036, -1.984, 0.416], [-0.114, 0.365, -0.589], [2.409, -0.681, 1.341], [0.975, -1.935, 0.172], [-1.610, 1.626, -1.200], [-0.516, 2.481, -0.109], [-0.642, 0.099, 1.538], [1.909, 0.157, -1.412], [1.604, 1.411, -0.129], [0.290, -1.927, -0.560]],
  "energy_ev": -12352.8210,
  "e_lumo_ev": -0.1,
  "relative_energy_kcal_mol": 110.7,
  "orbital_gap_ev": 10.44,
  "max_force_ev_per_a": 8.36,
  "homo_energy_ev": -10.57
}

[12]
{
  "formula": "C5H6N2O3",
  "method": "ωB97M-V with the def2-TZVPD basis set",
  "species": ["N", "C", "O", "C", "C", "N", "C", "O", "C", "O", "H", "H", "H", "H", "H", "H"],
  "coordinates": [[2.443, -1.409, -0.342], [1.510, -0.853, 0.443], [1.847, -0.743, 1.634], [0.647, 0.220, -0.192], [-0.325, 0.992, 0.727], [-1.427, 0.484, -0.111], [-2.780, 0.711, -0.062], [-3.561, 0.347, -0.912], [-0.594, -0.249, -0.953], [-0.810, -1.006, -1.858], [2.120, -1.907, -1.163], [3.312, -1.488, 0.332], [1.276, 0.872, -0.816], [-0.228, 2.083, 0.705], [-0.359, 0.620, 1.757], [-3.071, 1.325, 0.812]],
  "energy_ev": -14404.0081,
  "e_lumo_ev": 0.3,
  "relative_energy_kcal_mol": 20.8,
  "smiles": "NC(=O)[C@@H]1CN(C=O)C1=O",
  "orbital_gap_ev": 10.44,
  "max_force_ev_per_a": 4.54,
  "homo_energy_ev": -10.12
}

[13]
{
  "formula": "C5H6N2O4",
  "method": "ωB97M-V with the def2-TZVPD basis set",
  "species": ["C", "C", "N", "C", "O", "O", "H", "H", "H", "H", "H", "O", "C", "N", "C", "O", "H"],
  "coordinates": [[-1.095, 0.261, -1.887], [-1.173, 0.226, -0.529], [-1.005, 1.209, 0.457], [-1.458, -1.061, 0.062], [-0.997, -1.460, 1.113], [-2.336, -1.838, -0.553], [-0.851, 1.146, -2.433], [-1.235, -0.730, -2.220], [-1.039, 1.056, 1.492], [-0.585, 2.085, 0.273], [-2.471, -2.630, 0.087], [2.363, 2.120, 1.650], [2.503, 1.094, 1.061], [1.942, -0.212, 0.948], [2.961, 0.042, 0.083], [3.408, -0.630, -0.778], [1.068, -0.678, 1.175]],
  "energy_ev": -16449.9709,
  "e_lumo_ev": 0.4,
  "relative_energy_kcal_mol": 61.4,
  "smiles": "C=C(N)C(=O)O.O=c1[nH]c1=O",
  "orbital_gap_ev": 9.60,
  "max_force_ev_per_a": 3.20,
  "homo_energy_ev": -9.15
}

[14]
{
  "formula": "C5H6N2O5",
  "method": "ωB97M-V with the def2-TZVPD basis set",
  "species": ["C", "O", "C", "O", "C", "O", "N", "C", "O", "N", "C", "O", "H", "H", "H", "H", "H", "H"],
  "coordinates": [[-2.351, 0.459, 0.171], [-1.172, -0.150, -0.258], [0.004, 0.482, 0.071], [0.007, 1.389, 0.823], [1.311, -0.162, -0.554], [0.942, -0.801, -1.713], [2.330, 0.821, -0.629], [3.523, 0.397, -0.032], [4.479, 1.072, 0.087], [3.232, -0.742, 0.666], [1.985, -1.218, 0.365], [1.509, -2.246, 0.810], [-3.087, 0.127, -0.496], [-2.321, 1.526, 0.122], [-2.664, 0.029, 1.089], [0.217, -1.294, -1.461], [2.469, 1.552, -1.336], [3.923, -1.140, 1.215]],
  "energy_ev": -18500.3278,
  "e_lumo_ev": 0.5,
  "relative_energy_kcal_mol": 0.0,
  "smiles": "COC(=O)[C@@]1(O)NC(=O)NC1=O",
  "orbital_gap_ev": 10.98,
  "max_force_ev_per_a": 3.63,
  "homo_energy_ev": -10.46
}

[15]
{
  "formula": "C5H6N2S",
  "method": "ωB97M-V with the def2-TZVPD basis set",
  "species": ["C", "C", "C", "C", "C", "H", "H", "H", "H", "H", "H", "N", "N", "S"],
  "coordinates": [[-0.945, 1.329, -0.308], [0.267, -0.677, 0.136], [2.412, -0.061, -0.158], [1.752, 1.094, -0.015], [0.349, 0.836, 0.367], [-1.307, 2.238, 0.210], [-0.862, 1.474, -1.408], [1.648, -2.177, -0.303], [3.508, -0.153, -0.252], [2.265, 1.995, 0.126], [0.230, 0.896, 1.507], [-0.882, -1.271, -0.066], [1.538, -1.177, 0.002], [-2.067, -0.141, 0.027]],
  "energy_ev": -19096.3695,
  "e_lumo_ev": 0.9,
  "relative_energy_kcal_mol": 37.8,
  "orbital_gap_ev": 8.38,
  "max_force_ev_per_a": 3.37,
  "homo_energy_ev": -7.47
}

[16]
{
  "formula": "C5H6N3O2S2",
  "method": "ωB97M-V with the def2-TZVPD basis set",
  "species": ["C", "C", "C", "C", "C", "N", "N", "N", "O", "O", "S", "S", "H", "H", "H", "H", "H", "H"],
  "coordinates": [[-0.512, -0.413, -0.153], [-0.882, 0.171, 1.098], [-0.164, 0.343, -1.288], [-0.824, 2.355, 0.065], [1.864, -1.832, 0.000], [-1.055, 1.547, 1.180], [-0.394, 1.748, -1.044], [-0.504, -1.797, -0.216], [0.210, 0.049, -2.420], [0.602, -2.384, 0.527], [-1.222, -0.791, 2.409], [-1.033, 4.041, 0.012], [2.749, -2.573, 0.219], [2.138, -0.814, 0.314], [1.624, -1.767, -1.111], [-1.019, 1.896, 2.102], [-0.215, 2.423, -1.861], [-1.362, -2.203, 0.168]],
  "energy_ev": -35515.5884,
  "s2": 2.011,
  "total_charge": -1,
  "e_lumo_ev": [3.3, 1.1],
  "relative_energy_kcal_mol": 0.0,
  "orbital_gap_ev": [4.64, 5.88],
  "max_force_ev_per_a": 3.51,
  "homo_energy_ev": [-1.33, -4.73],
  "spin_multiplicity": 3
}

[17]
{
  "formula": "C5H6N4O",
  "method": "ωB97M-V with the def2-TZVPD basis set",
  "species": ["C", "C", "C", "C", "C", "N", "N", "N", "N", "O", "H", "H", "H", "H", "H", "H"],
  "coordinates": [[0.374, -1.936, -0.743], [-0.053, -0.308, 0.845], [0.184, -0.575, -0.537], [-0.596, 2.372, -0.711], [-0.063, -1.554, 1.400], [0.128, 1.642, -1.417], [0.179, -2.536, 0.466], [0.243, 0.358, -1.559], [-0.401, 3.587, -0.250], [-0.235, -1.968, 2.703], [0.511, -2.502, -1.646], [0.316, -3.512, 0.674], [0.484, 0.043, -2.493], [-1.175, 4.071, 0.173], [0.523, 3.991, -0.123], [-0.418, -1.176, 3.217]],
  "energy_ev": -13284.3398,
  "e_lumo_ev": [-0.6, -0.9],
  "relative_energy_kcal_mol": 147.1,
  "orbital_gap_ev": [6.30, 5.79],
  "max_force_ev_per_a": 1.29,
  "homo_energy_ev": [-6.90, -6.71]
}

[18]
{
  "formula": "C5H6N4O3",
  "method": "ωB97M-V with the def2-TZVPD basis set",
  "species": ["N", "C", "O", "C", "N", "C", "C", "N", "C", "N", "O", "O", "H", "H", "H", "H", "H", "H"],
  "coordinates": [[-0.001, 2.817, -0.394], [-0.348, 1.788, 0.306], [-0.663, 1.608, 1.458], [-0.140, 0.253, -0.655], [-0.122, -0.924, 0.159], [0.580, -1.305, 1.230], [0.043, -2.511, 1.636], [-0.994, -2.862, 0.778], [-1.051, -1.928, -0.122], [0.966, 0.640, -1.450], [2.113, 0.276, -1.257], [0.689, 1.326, -2.457], [0.251, 2.626, -1.362], [-0.082, 3.795, 0.053], [-1.062, 0.102, -1.200], [1.229, -0.663, 1.805], [0.264, -3.215, 2.425], [-1.671, -1.820, -0.953]],
  "energy_ev": -17381.2095,
  "e_lumo_ev": -0.9,
  "relative_energy_kcal_mol": 25.5,
  "smiles": "NC(=O)[C@H](n1ccnc1)[N+](=O)[O-]",
  "orbital_gap_ev": 8.16,
  "max_force_ev_per_a": 4.46,
  "homo_energy_ev": -9.07
}

[19]
{
  "formula": "C5H6N6S",
  "method": "ωB97M-V with the def2-TZVPD basis set",
  "species": ["C", "C", "C", "C", "C", "N", "N", "N", "N", "N", "N", "S", "H", "H", "H", "H", "H", "H"],
  "coordinates": [[-2.460, 0.481, 1.223], [-2.397, 1.700, 0.680], [1.711, -0.114, -0.374], [-1.021, 0.098, -0.428], [-0.097, -0.599, -1.345], [2.854, -0.160, -0.962], [-1.693, -0.476, 0.507], [1.894, 0.271, 0.920], [3.766, 0.107, 0.029], [3.262, 0.435, 1.143], [-0.184, -1.912, -1.262], [-1.342, 1.799, -0.657], [-3.172, 0.105, 1.998], [-2.523, 2.583, 1.282], [0.264, -0.173, -2.361], [0.354, -2.552, -1.816], [-0.513, -2.122, -0.299], [1.296, 0.529, 1.723]],
  "energy_ev": -25054.2818,
  "e_lumo_ev": -0.1,
  "relative_energy_kcal_mol": 68.6,
  "orbital_gap_ev": 8.93,
  "max_force_ev_per_a": 4.53,
  "homo_energy_ev": -9.01
}

[20]
{
  "formula": "C5H6NO",
  "method": "ωB97M-V with the def2-TZVPD basis set",
  "species": ["C", "C", "C", "C", "C", "N", "O", "H", "H", "H", "H", "H", "H"],
  "coordinates": [[-0.946, 2.058, -2.080], [-1.094, 0.790, -1.944], [-0.332, 1.468, -0.837], [0.276, 1.510, 0.237], [0.784, -1.819, 1.733], [0.424, -1.019, 0.629], [-0.340, -1.418, -0.206], [-0.991, 3.037, -2.500], [-1.421, -0.200, -2.161], [0.854, 1.672, 1.107], [0.078, -2.632, 1.933], [0.950, -1.179, 2.600], [1.757, -2.268, 1.489]],
  "energy_ev": -8803.7149,
  "s2": 2.007,
  "total_charge": 1,
  "e_lumo_ev": [-6.0, -6.5],
  "relative_energy_kcal_mol": 95.7,
  "orbital_gap_ev": [6.46, 8.68],
  "max_force_ev_per_a": 2.41,
  "homo_energy_ev": [-12.46, -15.19],
  "spin_multiplicity": 3
}